66
Properties=species:S:1:pos:R:3:forces:R:3:nbo_charge:R:1 method="wB97M-V/def2-TZVPD" charge=-1 e_lumo_ha=0.06146 orbital_gap_ev=5.7 energy_ev=-146756.502 spin_multiplicity=1
Nb -0.3217 4.1230 0.7541 0.2 1.1 1.3 1.442
Cl 2.8716 -4.1401 3.3630 0.0 0.0 0.0 -0.071
Cl 1.0226 -1.5144 2.1892 0.1 0.0 0.0 -0.050
Cl -2.0905 5.1240 2.1718 0.3 -0.2 -0.2 -0.481
Cl -4.5109 0.0130 -0.6250 -0.1 0.0 0.0 -0.037
Cl -2.2231 -6.1709 -0.4519 -0.1 0.0 -0.1 -0.050
Cl 3.1242 -3.9914 -0.7619 0.0 -0.1 0.0 -0.074
Cl -2.6006 -2.5846 0.4203 0.0 0.0 0.0 -0.063
Cl 2.3167 -0.8696 -1.8536 0.0 -0.1 0.0 -0.044
Cl -5.0435 -5.4028 -2.2907 0.0 0.1 0.1 -0.068
P -1.2150 5.6138 -1.2005 0.0 0.4 -0.2 0.927
O -0.9049 2.6290 -1.9870 -0.1 -0.3 0.6 -0.626
O -0.1056 6.1849 -2.0567 0.3 -0.1 -0.1 -1.154
N 1.0206 5.6892 1.0764 -0.7 -1.7 -2.1 -0.855
N -1.5195 2.4362 0.1990 2.0 -0.3 0.3 -0.731
C -3.1008 -7.2102 -1.6052 0.1 -0.1 0.0 -0.389
C 3.7692 3.5637 0.1609 -0.3 -0.4 0.1 -0.400
C 4.2476 -2.7326 -1.3427 0.1 0.1 0.0 -0.377
C -4.8797 -1.7194 -0.8012 -0.1 0.0 0.0 -0.394
C 0.6384 -3.2456 2.0359 0.0 0.0 -0.1 -0.401
C -1.1036 1.9038 -1.0095 -0.5 0.6 -0.6 0.688
C 3.3202 2.1974 0.7114 0.3 0.3 0.2 -0.617
C 3.7899 -1.3447 -0.9786 0.0 0.1 0.1 -0.399
C -3.6802 -6.4468 -2.7671 0.0 0.0 -0.1 -0.385
C -4.3802 -2.5239 0.3700 -0.1 -0.1 0.1 -0.385
C -1.5215 1.4834 1.3596 -0.5 0.3 -0.7 -0.435
C 2.3243 5.7087 0.3638 -0.2 0.4 0.8 -0.217
C 1.0933 -4.0441 3.2289 -0.1 0.0 0.1 -0.379
C -0.9159 0.4170 -1.1553 -0.1 -0.2 0.2 -0.734
C 3.3504 4.7746 1.0137 0.4 0.0 -0.6 -0.417
H -1.9421 6.7117 -0.6499 -0.5 -0.1 -0.1 -0.124
H 4.3431 -2.8490 -2.4186 -0.1 0.0 0.0 0.219
H -0.9825 0.1389 -2.1986 0.1 0.1 -0.3 0.226
H -5.9625 -1.8130 -0.8717 0.0 0.0 0.0 0.218
H 3.3678 3.6717 -0.8415 -0.1 0.1 -0.2 0.211
H -4.7250 -2.1064 1.3123 0.0 0.1 0.0 0.222
H -4.0714 -7.1496 -3.5001 0.0 0.0 0.0 0.221
H -2.3779 -7.9308 -1.9831 0.0 0.0 0.0 0.222
H 0.9879 3.3664 -0.2188 0.0 0.0 0.4 -0.304
H 2.5551 2.3321 1.4672 -0.3 -0.1 0.0 0.226
H 0.3015 3.2833 2.2696 -0.1 -0.1 0.0 -0.362
H 4.1523 1.6918 1.1975 0.1 -0.2 0.0 0.181
H 4.5645 -0.6280 -1.2460 0.0 0.0 0.0 0.226
H -4.7274 -3.5508 0.2899 0.0 -0.1 -0.1 0.223
H -2.9312 -5.8210 -3.2438 0.0 0.1 0.0 0.230
H 0.7201 -3.6150 4.1546 0.0 0.0 0.0 0.221
H 2.9827 4.4468 1.9787 -0.1 0.0 0.2 0.218
H -2.1776 4.9188 -1.9802 -0.3 0.3 0.1 -0.083
H 3.5846 -1.2564 0.0857 0.0 0.0 0.0 0.236
H 4.2483 5.3640 1.1842 0.1 0.1 0.3 0.191
H -1.6698 2.0189 2.2875 -0.2 0.2 0.1 0.229
H 0.7274 -5.0657 3.1429 0.0 0.0 0.0 0.217
H 5.2115 -2.9332 -0.8789 0.0 0.0 0.0 0.218
H 2.7029 6.7290 0.4094 0.1 0.2 0.0 0.168
H 4.8506 3.5514 0.0542 0.2 0.0 -0.1 0.182
H 1.0936 -3.6037 1.1176 0.1 0.0 0.0 0.231
H -0.5774 0.9625 1.4524 0.2 -0.2 0.0 0.192
H -3.8719 -7.7441 -1.0567 0.0 0.0 0.0 0.221
H 0.0557 0.1178 -0.7750 0.2 0.1 0.1 0.237
H 2.9163 1.5581 -0.0646 -0.1 -0.2 -0.1 0.208
H -4.4379 -2.0649 -1.7316 0.1 0.0 0.0 0.225
H 0.5557 6.5648 0.8506 -0.1 0.2 0.4 0.384
H 2.1925 5.4850 -0.6892 -0.1 -0.1 -0.2 0.210
H -1.6516 -0.1558 -0.6089 -0.2 -0.1 0.2 0.222
H -2.3361 0.7770 1.2253 -0.1 -0.3 0.1 0.186
H -0.4435 -3.3233 1.9465 0.0 0.0 0.0 0.229



14
Properties=species:S:1:pos:R:3:forces:R:3:nbo_charge:R:1 method="wB97M-V/def2-TZVPD" charge=+1 e_lumo_ha="-0.26142 / -0.26164" s2=0.76 orbital_gap_ev="7.0 / 8.0" energy_ev=-7350.117 relative_energy_kcal_mol=69.2 spin_multiplicity=2
O 0.8702 -1.6748 -0.3054 -2.3 -0.4 1.6 -0.684
C -0.0968 -0.0457 -1.5994 -2.6 -1.9 1.4 0.093
C -0.2255 0.2493 0.8550 0.3 1.2 1.0 0.099
C 0.0143 -0.5184 -0.2361 2.0 -1.2 -2.6 0.128
C -0.5009 1.1651 -2.1474 -0.3 1.6 -0.8 -0.315
C 0.3886 0.0597 2.1845 -0.9 -2.3 2.0 -0.731
H -0.2530 -0.8882 -2.3136 1.8 0.3 0.0 0.277
H 0.4262 -2.5117 0.0757 0.9 2.0 -0.7 0.512
H -1.5752 1.4067 -2.2349 0.5 0.1 0.7 0.277
H -0.1653 0.3079 3.1252 -0.4 0.5 -1.3 0.281
H 0.1320 1.7203 -2.8603 -0.3 -0.6 0.1 0.265
H 0.5311 -1.0415 2.3997 0.7 1.1 -0.6 0.256
H -0.8537 1.1400 0.7129 0.4 -0.3 -0.2 0.238
H 1.3082 0.6315 2.3441 0.2 -0.2 -0.7 0.302